# 1
The following is a DFT calculation (ωB97M-V/def2-TZVPD) of the ion C9H21NOP with charge +1 in a non-equilibrium geometry.

ORCA input file:
```
! wB97M-V def2-TZVPD RIJCOSX def2/J DEFGRID3
* xyz 1 1
C 0.788 2.699 -1.010
C 1.296 1.697 -0.126
C 2.218 2.086 0.917
N 1.065 0.354 -0.417
P -0.481 0.017 -1.463
O -1.415 -0.299 -0.195
C -2.862 -0.309 -0.125
C -3.227 -1.878 -0.022
C -3.387 0.424 1.252
C 1.968 -0.667 0.080
C 2.743 -1.355 -1.071
C 1.139 -1.775 0.866
H 1.344 3.610 -0.815
H -0.187 3.072 -1.047
H 0.900 2.207 -1.944
H 3.202 1.760 0.624
H 2.135 3.166 0.951
H 1.971 1.684 1.925
H 0.024 -1.188 -1.787
H -3.312 0.167 -0.966
H -2.381 -2.385 -0.571
H -3.337 -2.197 0.942
H -4.131 -1.843 -0.547
H -2.903 0.003 2.102
H -4.440 0.213 1.210
H -3.328 1.472 1.201
H 2.694 -0.203 0.696
H 3.520 -0.659 -1.405
H 3.198 -2.180 -0.611
H 2.142 -1.587 -1.924
H 1.887 -2.443 1.233
H 0.440 -2.420 0.213
H 0.717 -1.243 1.832
*
```

As for the SMILES: CC(C)=[N+](POC(C)C)C(C)C. Its electronic energy is -826.55782 Ha.


# 2
The following is a DFT calculation (ωB97M-V/def2-TZVPD) of a structure of composition C20H14N2O8Rb.

ORCA input file:
```
! wB97M-V def2-TZVPD RIJCOSX def2/J DEFGRID3
* xyz -1 1
Rb -1.099 -1.723 -0.869
O -1.680 2.037 2.639
C -1.751 0.905 1.910
O -1.548 0.879 0.732
C -2.097 -0.283 2.752
C -2.336 -0.158 4.118
C -2.621 -1.304 4.833
C -2.648 -2.520 4.171
C -2.392 -2.544 2.803
N -2.125 -1.442 2.114
C -2.348 -3.809 1.979
O -2.698 -4.961 2.585
O -2.008 -3.802 0.835
H -1.405 2.744 2.034
H -2.288 0.811 4.591
H -2.809 -1.256 5.897
H -2.852 -3.416 4.745
H -2.942 -4.808 3.505
O -1.362 -0.422 -5.446
C -1.230 -0.154 -4.245
O -1.629 -0.792 -3.239
C -0.463 1.149 -3.919
C -0.120 1.480 -2.613
C 0.531 2.669 -2.326
C 0.840 3.520 -3.376
C 0.531 3.212 -4.693
C -0.121 2.019 -4.951
N 1.506 4.790 -3.086
O 1.670 5.103 -1.920
O 1.846 5.492 -4.024
H -0.371 0.820 -1.793
H 0.806 2.930 -1.315
H 0.796 3.898 -5.483
H -0.387 1.727 -5.958
C 4.503 -1.101 0.896
C 3.767 0.047 0.627
C 2.408 -0.046 0.331
C 1.679 -1.250 0.272
C 2.482 -2.373 0.554
C 3.843 -2.323 0.856
H 5.563 -1.045 1.123
H 4.245 1.023 0.640
H 1.899 0.898 0.122
H 2.035 -3.371 0.538
H 4.382 -3.246 1.054
*
```

Its electronic energy is -1506.05492 Ha.


# 3
The following is a DFT calculation (ωB97M-V/def2-TZVPD) of a structure of composition C15H24BiCl3NSb in a non-equilibrium geometry.

ORCA input file:
```
! wB97M-V def2-TZVPD RIJCOSX def2/J DEFGRID3
* xyz 2 1
Bi -0.138 -0.377 -0.404
C -2.046 -1.546 1.239
C -0.915 -0.852 1.860
C -1.071 0.554 1.583
C -2.254 0.680 0.747
C -2.838 -0.616 0.574
C -4.109 -0.883 -0.165
C -2.891 1.960 0.344
C -0.400 1.676 2.313
C -0.071 -1.457 2.937
C -2.310 -2.998 1.404
H -4.956 -0.841 0.524
H -4.104 -1.872 -0.619
H -4.282 -0.138 -0.939
H -3.800 2.088 0.941
H -3.205 1.963 -0.699
H -2.249 2.819 0.526
H -1.000 1.943 3.186
H -0.305 2.567 1.693
H 0.590 1.387 2.662
H -0.715 -1.709 3.783
H 0.693 -0.770 3.293
H 0.408 -2.382 2.617
H -2.808 -3.162 2.366
H -1.391 -3.582 1.421
H -2.966 -3.387 0.629
Cl -1.539 -0.556 -5.194
C 0.237 -0.593 -5.338
Cl 0.826 0.882 -6.123
Cl 0.773 -2.036 -6.195
C 0.759 -0.615 -3.982
N 1.156 -0.618 -2.904
C 4.073 -0.834 0.098
Sb 2.633 0.683 -0.341
C 3.226 2.151 1.106
C 3.396 1.524 -2.155
H 5.054 -0.364 0.067
H 4.024 -1.634 -0.637
H 3.888 -1.230 1.095
H 4.197 2.535 0.797
H 3.319 1.680 2.082
H 2.514 2.972 1.153
H 4.355 1.983 -1.919
H 2.710 2.276 -2.538
H 3.530 0.732 -2.885
*
```

Its electronic energy is -2475.51583 Ha.


# 4
The following is a DFT calculation (ωB97M-V/def2-TZVPD) of a cluster of 2 separate species, C3H10N2 in total in a non-equilibrium geometry.

ORCA input file:
```
! wB97M-V def2-TZVPD RIJCOSX def2/J DEFGRID3
* xyz 1 2
C -1.680 -1.056 -0.514
N -2.731 -1.304 0.476
H -1.112 -1.992 -0.572
H -2.053 -0.851 -1.521
H -1.106 -0.173 -0.208
H -3.301 -2.103 0.202
H -3.465 -0.603 0.385
C 1.412 1.999 -0.507
C 1.968 0.758 -0.230
N 1.623 0.022 0.814
H 0.752 2.478 0.200
H 1.612 2.572 -1.398
H 2.766 0.353 -0.843
H 1.618 -0.994 0.733
H 0.774 0.302 1.314
*
```

The expectation value of S² is 0.764. Its electronic energy is -229.46883 Ha.


# 5
The following is a DFT calculation (ωB97M-V/def2-TZVPD) of the molecule C4H3FN2O in a non-equilibrium geometry.

ORCA input file:
```
! wB97M-V def2-TZVPD RIJCOSX def2/J DEFGRID3
* xyz 0 1
N -2.448 1.655 0.006
C -1.386 1.376 -0.371
C -0.148 0.965 -1.089
F 0.022 1.649 -2.265
C 0.843 0.151 -0.749
N 0.897 -0.632 0.454
C -0.123 -1.090 1.328
O 0.098 -2.070 2.053
H 1.688 -0.090 -1.397
H 1.760 -1.241 0.772
H -1.203 -0.672 1.259
*
```

As for the SMILES: N#C/C(F)=C\NC=O. Its electronic energy is -438.77901 Ha.


# 6
The following is a DFT calculation (ωB97M-V/def2-TZVPD) of a structure of composition C16H17Al3BClF3KNO27S2 in a non-equilibrium geometry.

ORCA input file:
```
! wB97M-V def2-TZVPD RIJCOSX def2/J DEFGRID3
* xyz 3 1
O -0.272 -4.358 1.283
C 0.081 -3.866 0.283
O -0.195 -4.401 -0.958
C 0.961 -2.643 0.289
C 0.257 -1.303 0.470
C -0.736 -0.992 -0.692
N -1.742 -0.056 -0.308
S -2.935 -0.594 0.575
O -2.498 -0.951 1.897
O -3.987 0.363 0.535
C -3.638 -2.129 -0.205
F -4.852 -2.250 0.263
F -2.925 -3.208 0.174
F -3.657 -2.032 -1.525
H -0.975 -3.992 -1.366
H 1.690 -2.785 1.081
H 1.529 -2.681 -0.673
H 1.038 -0.538 0.382
H -0.213 -1.208 1.446
H -1.090 -1.920 -1.149
H -0.137 -0.507 -1.466
K 0.600 0.879 1.794
C 6.139 1.254 3.181
C 5.286 0.169 3.795
O 4.086 0.290 3.898
C 5.997 -1.068 4.286
H 5.510 2.087 2.878
H 6.867 1.605 3.912
H 6.667 0.859 2.312
H 6.721 -0.795 5.054
H 6.520 -1.547 3.457
H 5.277 -1.763 4.708
Al 1.460 -2.932 -2.630
C -5.714 1.062 3.465
O -5.408 -0.100 3.682
O -6.706 1.457 2.810
O -5.071 2.076 3.824
O 1.092 5.247 -1.759
Cl 1.945 4.281 -1.187
O 1.776 2.989 -1.802
O 1.778 4.202 0.231
O 3.345 4.748 -1.451
Al 5.360 4.887 -1.391
C -1.898 -7.082 1.745
C -3.284 -6.478 1.610
O -4.108 -7.571 1.217
S -3.570 -8.932 1.878
O -4.304 -9.196 3.054
O -3.408 -9.884 0.849
O -2.130 -8.369 2.307
H -1.423 -7.213 0.766
H -1.245 -6.506 2.391
H -3.338 -5.688 0.868
H -3.645 -6.100 2.572
B 2.526 7.124 -5.671
O 3.237 6.492 -4.550
C 3.712 5.319 -4.905
O 4.324 4.557 -4.220
C 3.317 5.113 -6.390
O 3.601 4.123 -7.094
O 2.659 6.119 -6.804
O 1.122 7.375 -5.359
C 0.837 8.654 -5.493
O -0.185 9.203 -5.319
C 2.216 9.370 -5.968
O 2.343 10.514 -6.188
O 3.115 8.406 -6.043
C -8.627 -0.319 4.990
O -7.803 0.510 5.339
O -9.796 -0.090 4.600
O -8.465 -1.561 4.941
Al 4.986 4.269 -8.524
*
```

Its electronic energy is -5612.74638 Ha.


# 7
The following is a DFT calculation (ωB97M-V/def2-TZVPD) of a structure of composition C38H49EuIN5P2 in a non-equilibrium geometry.

ORCA input file:
```
! wB97M-V def2-TZVPD RIJCOSX def2/J DEFGRID3
* xyz 1 8
Eu -1.167 0.046 -0.643
N -2.818 -0.529 1.522
C -3.579 -1.769 1.289
C -4.267 -1.759 -0.067
N -3.394 -1.478 -1.215
C -2.905 -2.719 -1.829
C -1.965 -3.513 -0.949
N -0.800 -2.693 -0.567
C -4.095 -0.714 -2.263
C -4.695 0.608 -1.798
N -3.857 1.305 -0.802
H -2.386 -0.598 2.436
H -3.457 0.254 1.596
H -4.354 -1.927 2.044
H -2.877 -2.594 1.382
H -5.042 -0.995 -0.027
H -4.789 -2.716 -0.208
H -2.379 -2.444 -2.746
H -3.750 -3.360 -2.124
H -1.676 -4.417 -1.491
H -2.475 -3.853 -0.051
H -0.122 -2.750 -1.317
H -0.346 -3.110 0.239
H -4.887 -1.323 -2.725
H -3.359 -0.501 -3.040
H -5.694 0.449 -1.394
H -4.820 1.226 -2.685
H -4.437 1.572 -0.014
H -3.506 2.167 -1.207
C 0.669 1.608 2.700
C 0.581 0.084 2.860
P 1.458 -0.757 1.475
C 1.295 -2.518 1.911
C 2.141 -3.433 1.282
C 1.983 -4.796 1.486
C 0.968 -5.265 2.316
C 0.124 -4.364 2.948
C 0.289 -2.995 2.747
C 3.183 -0.409 2.032
C 3.695 -1.036 3.173
C 4.956 -0.716 3.651
C 5.728 0.241 2.998
C 5.233 0.864 1.864
C 3.967 0.540 1.383
P -0.185 2.203 1.148
C -1.038 3.696 1.749
C -0.467 4.571 2.675
C -1.159 5.694 3.102
C -2.431 5.959 2.609
C -3.007 5.101 1.685
C -2.311 3.974 1.259
C 1.158 2.857 0.081
C 1.760 1.989 -0.828
C 2.705 2.437 -1.736
C 3.060 3.780 -1.756
C 2.456 4.660 -0.869
C 1.508 4.202 0.039
H 1.707 1.940 2.720
H 0.160 2.083 3.537
H -0.468 -0.210 2.851
H 1.016 -0.243 3.806
H 2.937 -3.074 0.636
H 2.652 -5.496 0.998
H 0.844 -6.330 2.476
H -0.659 -4.723 3.607
H -0.372 -2.302 3.255
H 3.111 -1.791 3.689
H 5.340 -1.217 4.532
H 6.712 0.495 3.374
H 5.827 1.607 1.344
H 3.600 1.037 0.494
H 0.527 4.380 3.062
H -0.704 6.368 3.819
H -2.969 6.840 2.942
H -3.995 5.311 1.290
H -2.743 3.312 0.520
H 1.503 0.936 -0.836
H 3.148 1.741 -2.442
H 3.790 4.141 -2.471
H 2.710 5.714 -0.890
H 1.027 4.915 0.699
I -1.276 2.227 -2.708
C 2.698 -1.496 -6.350
C 1.857 -1.331 -5.111
C 2.417 -1.432 -3.842
C 1.614 -1.266 -2.733
N 0.306 -0.999 -2.787
C -0.230 -0.900 -4.004
C 0.495 -1.067 -5.174
H 3.490 -0.745 -6.379
H 2.101 -1.396 -7.254
H 3.179 -2.474 -6.362
H 3.476 -1.637 -3.715
H 2.042 -1.344 -1.736
H -1.282 -0.647 -4.057
H -0.007 -0.967 -6.130
*
```

The expectation value of S² is 15.760. Its electronic energy is -3441.88137 Ha.


# 8
The following is a DFT calculation (ωB97M-V/def2-TZVPD) of a structure of composition CH2INS2 in a non-equilibrium geometry.

ORCA input file:
```
! wB97M-V def2-TZVPD RIJCOSX def2/J DEFGRID3
* xyz 0 1
C -0.635 -0.073 0.129
N 0.907 -0.847 0.350
S -1.971 -0.933 0.190
S -0.265 1.564 -0.240
I 2.632 0.122 0.151
H 0.841 -1.780 -0.041
H -1.510 1.946 -0.539
*
```

Its electronic energy is -1188.04789 Ha.


# 9
The following is a DFT calculation (ωB97M-V/def2-TZVPD) of the molecule C17H21BrN2O3 in a non-equilibrium geometry.

ORCA input file:
```
! wB97M-V def2-TZVPD RIJCOSX def2/J DEFGRID3
* xyz 0 1
C 7.918 -0.268 0.971
C 6.578 -0.370 0.491
C 5.976 -1.486 0.203
C 4.535 -1.692 -0.153
C 3.738 -0.686 -0.375
O 2.434 -0.489 -0.564
C 1.618 -1.432 -0.753
C 0.085 -1.232 -1.088
O -0.571 -2.399 -1.368
N -0.105 0.062 -0.806
N -1.352 0.525 -1.277
C -2.504 0.055 -0.565
C -2.630 -1.032 0.195
C -3.652 -0.755 1.403
O -3.523 -0.819 2.457
C -5.033 -0.180 0.863
C -4.684 1.157 0.032
C -4.066 2.179 0.709
C -5.955 1.814 -0.933
C -3.649 0.559 -1.157
C 4.276 0.629 0.092
Br 3.211 2.308 -0.197
C 5.570 0.671 0.559
H 8.195 -1.176 1.118
H 7.862 0.111 1.917
H 8.358 0.241 0.227
H 6.473 -2.565 0.460
H 3.927 -2.497 -0.233
H 2.042 -2.146 -1.391
H 1.734 -2.261 0.110
H 0.654 0.660 -1.009
H -1.633 -1.149 0.877
H -2.875 -2.060 -0.227
H -5.674 0.027 1.570
H -5.375 -0.700 0.154
H -3.922 3.172 0.372
H -3.093 1.943 1.289
H -4.754 2.505 1.785
H -5.669 2.547 -1.308
H -6.641 1.737 0.092
H -6.388 1.055 -1.353
H -3.448 1.543 -1.719
H -4.070 0.111 -1.938
H 6.081 1.783 0.468
*
```

As for the SMILES: Cc1ccc(OCC(=O)N/N=C2\CC(=O)CC(C)(C)C2)c(Br)c1. Its electronic energy is -3569.07494 Ha.


# 10
The following is a DFT calculation (ωB97M-V/def2-TZVPD) of a structure of composition C5H11NO2 in a non-equilibrium geometry.

ORCA input file:
```
! wB97M-V def2-TZVPD RIJCOSX def2/J DEFGRID3
* xyz 0 1
C -0.793 1.114 1.026
C -0.365 -0.401 -1.686
C -1.596 -0.012 1.186
C 1.573 -1.004 0.037
C 0.920 0.131 -0.696
O -1.155 -1.309 -1.112
O 0.238 1.429 1.823
N 1.600 1.148 -1.006
H 0.479 0.677 2.386
H -1.062 1.924 0.363
H 1.069 1.854 -1.518
H -0.879 0.532 -1.987
H 0.236 -0.821 -2.503
H -2.663 0.152 1.098
H -1.339 -0.671 2.011
H -1.489 -0.825 -0.010
H 2.406 -0.641 0.637
H 0.851 -1.557 0.637
H 1.969 -1.718 -0.686
*
```

Its electronic energy is -402.21779 Ha.


# 11
The following is a DFT calculation (ωB97M-V/def2-TZVPD) of a structure of composition C30H46Cl3FeGeN4OSbSi in a non-equilibrium geometry.

ORCA input file:
```
! wB97M-V def2-TZVPD RIJCOSX def2/J DEFGRID3
* xyz 2 5
Fe -9.430 -11.614 10.872
C -10.935 -10.977 14.110
Si -9.113 -11.056 14.562
C -7.850 -10.774 13.135
N -8.151 -10.244 11.798
C -6.845 -10.161 11.073
C -6.270 -8.769 11.225
C -7.062 -7.733 10.388
C -8.616 -8.048 10.535
C -8.850 -8.924 11.783
C -8.803 -12.684 15.417
C -7.713 -12.683 16.255
C -7.472 -13.825 17.098
C -8.364 -14.914 17.075
C -9.454 -14.873 16.204
C -9.654 -13.805 15.326
C -8.729 -9.616 15.760
C -8.954 -9.930 17.126
C -9.018 -8.964 18.090
C -8.811 -7.613 17.759
C -8.435 -7.298 16.409
C -8.318 -8.326 15.433
H -11.321 -11.871 13.673
H -11.076 -10.130 13.423
H -7.370 -11.718 13.031
H -7.134 -10.162 13.625
H -7.075 -10.401 10.033
H -6.180 -10.956 11.426
H -5.198 -8.912 10.966
H -6.315 -8.461 12.219
H -6.806 -7.850 9.288
H -6.959 -6.707 10.717
H -8.905 -8.605 9.668
H -9.175 -7.096 10.532
H -9.922 -9.110 11.850
H -8.613 -8.206 12.719
H -7.040 -11.804 16.395
H -6.567 -13.839 17.731
H -8.091 -15.765 17.618
H -10.120 -15.737 16.114
H -10.564 -13.838 14.723
H -9.193 -10.955 17.458
H -9.273 -9.316 19.058
H -8.968 -6.821 18.449
H -8.140 -6.291 16.136
H -8.008 -8.052 14.452
C -12.393 -7.910 17.101
C -12.996 -8.610 15.864
Sb -12.510 -10.681 15.602
C -12.384 -11.627 17.479
C -13.686 -11.451 18.387
C -14.041 -11.572 14.430
C -14.054 -13.105 14.595
H -13.038 -7.047 17.213
H -11.362 -7.686 16.961
H -12.519 -8.509 18.029
H -12.617 -8.140 14.901
H -14.068 -8.569 15.826
H -11.511 -11.194 17.895
H -12.191 -12.685 17.245
H -14.036 -10.405 18.350
H -13.461 -11.552 19.443
H -14.452 -12.120 18.087
H -13.733 -11.295 13.421
H -14.999 -11.057 14.545
H -13.081 -13.525 14.235
H -14.890 -13.573 14.049
H -14.171 -13.398 15.626
Cl -11.745 -11.829 10.697
Ge -11.346 -11.802 7.379
Cl -10.426 -13.561 6.455
Cl -9.394 -10.512 7.754
C -7.684 -15.830 12.885
N -7.241 -15.070 11.659
C -5.993 -15.376 11.071
C -5.448 -14.580 10.084
C -6.086 -13.297 9.842
N -7.174 -13.036 10.510
C -7.823 -13.867 11.328
O -8.989 -13.530 11.666
N -5.676 -12.444 8.907
H -7.722 -16.881 12.589
H -8.660 -15.538 13.230
H -7.033 -15.719 13.765
H -5.538 -16.236 11.481
H -4.469 -14.800 9.562
H -4.806 -12.613 8.425
H -6.158 -11.547 8.716
*
```

The expectation value of S² is 6.010. Its electronic energy is -6715.55689 Ha.


# 12
The following is a DFT calculation (ωB97M-V/def2-TZVPD) of the ion C3H6NOS with charge -1 in a non-equilibrium geometry.

ORCA input file:
```
! wB97M-V def2-TZVPD RIJCOSX def2/J DEFGRID3
* xyz -1 1
N -0.378 0.672 -1.590
C -0.634 -0.578 -0.882
O -1.498 -1.484 -1.405
C 0.349 -0.735 0.248
C 0.179 0.319 1.415
S 0.458 2.097 0.865
H 0.581 0.686 -1.763
H -0.525 1.340 -0.845
H 0.459 -1.871 0.266
H 1.175 -0.386 -0.326
H 0.777 -0.106 2.237
H -0.944 0.046 1.780
*
```

As for the SMILES: NC(=O)CC[S-]. Its electronic energy is -646.06934 Ha.


- Among the records above, which one has the lowest electronic energy?
  C30H46Cl3FeGeN4OSbSi